Entry 1:
216
Properties=species:S:1:pos:R:3 method="wB97M-V/def2-TZVPD" total_energy_ev=-287752.5815 orbital_gap_ev=4.094 homo_ev=-5.53 total_charge=-2
Mg -3.3669 1.3947 3.8234
C -1.9868 -1.4834 -0.2023
F -2.0375 -1.6550 -1.5438
F -3.1392 -1.8500 0.4448
F -0.9342 -2.1158 0.3132
S -1.7231 0.3989 -0.0534
O -0.6668 0.7371 -1.0232
O -2.9393 1.0741 -0.3416
N -1.4253 0.7594 1.6519
S 0.1942 0.8232 1.7103
O 0.5798 0.8504 3.1344
O 1.0505 -0.0039 0.8533
C 0.5542 2.6582 1.1905
F 1.9222 2.9428 1.4314
F 0.3015 2.8765 -0.0909
F -0.1179 3.5327 1.9763
C 12.5437 2.5249 -0.3308
F 12.6892 2.0664 -1.5620
F 13.0645 1.5812 0.5039
F 13.2467 3.7231 -0.2233
S 10.6650 2.9216 0.0090
O 10.4385 4.2413 -0.5907
O 9.8888 1.8895 -0.6301
N 10.5949 3.0715 1.7686
S 9.9260 1.7204 2.1916
O 10.4896 0.5075 1.6424
O 9.9934 1.8243 3.6437
C 8.0018 1.9454 1.6810
F 7.3581 1.5851 2.7120
F 7.7823 3.2367 1.4509
F 7.7064 1.1404 0.6217
C -4.4990 5.6345 0.8800
F -3.2262 5.3439 1.0332
F -4.6203 6.9845 0.8330
F -4.9933 5.1919 -0.3032
S -5.5121 4.8895 2.3989
O -6.3238 6.0019 2.9214
O -6.3231 3.7935 1.8969
N -4.2878 4.2498 3.5355
S -3.7132 5.5691 4.2010
O -2.5766 5.1651 5.0191
O -3.4685 6.7086 3.3141
C -5.0520 6.1232 5.5473
F -4.4016 6.5715 6.6209
F -5.6611 7.2282 5.0203
F -5.9825 5.1595 5.7454
C -3.5505 -2.8669 6.5727
F -3.1619 -4.0040 7.1459
F -3.9719 -3.1017 5.3484
F -4.4858 -2.1962 7.2895
S -2.0311 -1.7268 6.5512
O -1.1126 -2.0760 7.6481
O -1.4440 -2.0619 5.2537
N -2.5527 -0.0214 6.4442
S -2.5134 0.4832 7.9734
O -3.1434 1.7949 8.0300
O -3.0821 -0.4301 8.9692
C -0.5818 0.7460 8.5633
F -0.3714 0.4275 9.8341
F 0.3426 0.1715 7.7869
F -0.3472 2.0405 8.4085
C 4.9543 4.0390 -3.7259
O 4.3191 3.8819 -4.9840
C 4.2675 5.0175 -5.8207
C 3.3368 6.1333 -5.4951
O 1.9287 5.7604 -5.4951
C 1.4402 5.0812 -4.4046
C 0.1849 4.3253 -4.8011
O 0.4997 3.5868 -5.9547
C -0.6583 2.8047 -6.4689
H 4.5665 4.9712 -3.3151
H 6.0382 4.1234 -3.8036
H 4.7288 3.2711 -2.9859
H 4.1613 4.7217 -6.8644
H 5.2575 5.4706 -5.7691
H 3.4040 6.8266 -6.3335
H 3.5112 6.6873 -4.5728
H 1.2430 5.8266 -3.6341
H 2.1983 4.4280 -3.9724
H -0.5647 5.0766 -5.0495
H -0.2942 3.7287 -4.0248
H -0.7573 1.9605 -5.7866
H -0.4951 2.4110 -7.4721
H -1.6492 3.2511 -6.3854
C -4.5971 -11.3164 3.2024
O -4.2242 -9.9561 2.9199
C -5.2768 -9.0067 2.5402
C -6.0261 -9.2793 1.1630
O -5.1740 -9.1139 -0.0002
C -4.5566 -7.8542 -0.1255
C -4.5255 -7.4647 -1.6623
O -5.7707 -7.0098 -2.1732
C -6.7062 -8.0061 -2.3739
H -5.2020 -11.3107 4.1092
H -3.7074 -11.8222 3.5777
H -5.0942 -11.6975 2.3104
H -4.8620 -7.9987 2.5435
H -6.0278 -8.9993 3.3302
H -6.9342 -8.6848 1.0626
H -6.4132 -10.2924 1.0542
H -3.5870 -7.9555 0.3622
H -5.0389 -7.0289 0.3983
H -4.1352 -8.1919 -2.3742
H -3.7928 -6.6807 -1.8537
H -7.4969 -7.5466 -2.9670
H -7.1857 -8.4167 -1.4853
H -6.1779 -8.8335 -2.8475
C 4.6061 -6.9235 -1.4838
O 5.1020 -5.7293 -1.9765
C 4.1186 -4.7039 -1.9562
C 4.7714 -3.3606 -2.2203
O 5.8630 -3.5389 -3.1122
C 6.2940 -2.2426 -3.6689
C 5.3151 -1.2166 -4.1598
O 4.2725 -1.9041 -4.8233
C 3.1386 -1.0900 -5.1130
H 3.9512 -6.9282 -0.6125
H 5.4651 -7.5594 -1.2694
H 4.0763 -7.4848 -2.2535
H 3.5235 -4.6478 -1.0446
H 3.3721 -4.7687 -2.7478
H 5.1012 -2.8957 -1.2912
H 4.0152 -2.6864 -2.6224
H 6.7750 -2.5501 -4.5974
H 7.0744 -1.8442 -3.0204
H 5.7609 -0.4997 -4.8493
H 4.8557 -0.8071 -3.2602
H 2.4913 -1.7261 -5.7167
H 3.4340 -0.3459 -5.8526
H 2.6384 -0.7651 -4.2007
C -4.6859 -4.6442 -9.5492
O -3.9556 -3.6633 -8.8790
C -4.7760 -2.5906 -8.3809
C -5.7771 -2.9909 -7.3046
O -6.0881 -1.7913 -6.6632
C -6.4358 -1.7142 -5.2606
C -6.3885 -0.2172 -4.7597
O -7.5126 0.4003 -5.3000
C -7.5694 1.7802 -5.0705
H -5.5148 -4.1402 -10.0462
H -5.1527 -5.2541 -8.7758
H -4.1552 -5.3704 -10.1649
H -5.3341 -2.0634 -9.1546
H -4.1691 -1.8360 -7.8806
H -5.4169 -3.7684 -6.6310
H -6.6126 -3.4990 -7.7861
H -5.8110 -2.3332 -4.6167
H -7.4547 -2.0575 -5.0811
H -5.4988 0.3594 -5.0125
H -6.4879 -0.2661 -3.6753
H -6.8025 2.3728 -5.5694
H -7.5994 2.0886 -4.0255
H -8.4570 2.1271 -5.5995
C 7.6473 -6.3930 5.4845
O 8.7548 -5.8398 6.1418
C 8.4868 -4.4849 6.5628
C 8.4172 -3.3666 5.5016
O 7.3259 -3.5636 4.6205
C 6.0910 -3.1042 5.2634
C 4.8721 -3.1792 4.3304
O 4.7317 -4.4089 3.6075
C 4.2281 -5.4670 4.3017
H 6.8150 -6.1875 6.1576
H 7.7306 -7.4641 5.3001
H 7.5147 -5.9748 4.4867
H 9.4228 -4.2932 7.0876
H 7.6609 -4.3677 7.2643
H 9.3785 -3.3003 4.9920
H 8.3759 -2.4183 6.0374
H 6.2822 -2.0646 5.5294
H 5.9442 -3.5143 6.2625
H 4.9501 -2.4485 3.5253
H 3.9635 -2.8780 4.8517
H 3.2858 -5.6350 3.7802
H 3.9010 -5.2613 5.3209
H 4.8884 -6.3314 4.3709
C -0.3619 9.5665 -2.2627
O 0.7088 9.7255 -1.3258
C 0.3922 9.3510 0.0312
C 1.6588 8.8513 0.8549
O 2.8628 9.7295 0.9398
C 4.1704 9.0670 0.8652
C 4.5817 8.8222 -0.5684
O 4.8940 10.0464 -1.2327
C 3.6668 10.7127 -1.7472
H -0.1054 9.6962 -3.3141
H -1.2359 10.1970 -2.0992
H -0.5958 8.5032 -2.2098
H -0.4373 8.6576 0.1691
H -0.0871 10.1695 0.5682
H 1.9940 7.9808 0.2910
H 1.4727 8.3752 1.8177
H 4.0886 8.0729 1.3049
H 4.8638 9.6311 1.4890
H 3.7504 8.3228 -1.0660
H 5.4790 8.2050 -0.6145
H 2.9183 10.1103 -2.2619
H 4.0088 11.4271 -2.4960
H 3.1126 11.2854 -1.0035
C -8.0645 0.3170 4.4193
C -7.5344 -0.7386 3.3995
C -8.5602 -1.0862 2.2478
O -7.9964 -1.8802 1.1699
C -8.8994 -2.2009 0.1367
N -6.3027 -0.2833 2.8114
H -8.6014 1.0611 3.8309
H -7.3005 0.8016 5.0272
H -8.7552 -0.1591 5.1153
H -7.3958 -1.6738 3.9420
H -8.7657 -0.1717 1.6914
H -9.5523 -1.4586 2.5031
H -8.5579 -2.8340 -0.6822
H -9.2016 -1.4109 -0.5508
H -9.8958 -2.4570 0.4969
H -6.5998 0.3352 2.0702
H -5.9606 -1.0607 2.2648

---

Entry 2:
175
Properties=species:S:1:pos:R:3 method="wB97M-V/def2-TZVPD" smiles="[H]/N=C(/C)CN(C(=O)OCCCCCCCCCCCCCCC)[C@H](C)F.COC(=O)OC.COC(=O)OC.COC(=O)OC.COC(=O)OC.COC(=O)OC.COC(=O)OC.COC(=O)OC.COC(=O)OC.COC(=O)OC" total_energy_ev=-116392.4364 orbital_gap_ev=10.218 homo_ev=-9.79
C -0.5964 3.7507 -0.1943
C -1.5611 2.9302 -1.0527
C -2.7615 2.4198 -0.2345
C -4.0681 2.3938 -1.0281
C -4.0328 1.4398 -2.2323
C -3.5085 0.0604 -1.8326
C -3.8121 -1.0221 -2.8630
C -3.3886 -2.4675 -2.4728
C -2.6121 -2.6017 -1.1708
C -2.1446 -4.0350 -0.8941
C -1.7864 -4.2843 0.5770
C -0.9753 -3.1755 1.2716
C 0.2621 -3.6820 2.0245
C 1.3679 -4.0396 1.0253
C 1.9669 -2.7836 0.4096
O 3.3314 -2.6073 0.8491
C 4.0621 -1.7385 0.1424
O 5.2194 -1.9377 -0.0991
N 3.3493 -0.5417 -0.2005
C 3.6870 -0.0141 -1.5279
C 2.4896 0.3892 -2.3812
C 1.1680 -0.2989 -2.1857
N 2.5757 1.3021 -3.2665
C 3.4850 0.4200 0.8735
C 2.4205 1.5129 0.8471
F 4.7514 1.0064 0.8628
H -0.1652 3.0960 0.5690
H 0.2075 4.1979 -0.7779
H -1.1541 4.5186 0.3479
H -1.9048 3.5117 -1.9093
H -0.9988 2.0648 -1.4176
H -2.5297 1.4442 0.1967
H -2.9008 3.0932 0.6190
H -4.8726 2.0681 -0.3611
H -4.2808 3.4157 -1.3511
H -5.0466 1.3472 -2.6303
H -3.3877 1.8667 -3.0058
H -3.9640 -0.2033 -0.8728
H -2.4266 0.1322 -1.7045
H -3.2596 -0.7545 -3.7700
H -4.8666 -1.0004 -3.1449
H -2.7445 -2.8360 -3.2774
H -4.2547 -3.1333 -2.4645
H -3.1863 -2.2393 -0.3137
H -1.7174 -1.9764 -1.2401
H -1.2501 -4.2204 -1.4992
H -2.9154 -4.7482 -1.1948
H -1.2444 -5.2318 0.6568
H -2.7031 -4.4293 1.1556
H -0.6304 -2.4186 0.5649
H -1.6255 -2.6470 1.9722
H 0.0065 -4.5318 2.6595
H 0.6176 -2.8721 2.6700
H 2.1334 -4.6898 1.4471
H 0.9036 -4.6138 0.2171
H 1.3864 -1.9089 0.6997
H 1.9638 -2.8402 -0.6767
H 4.2450 -0.7725 -2.0807
H 4.3437 0.8535 -1.4544
H 0.6624 0.0652 -1.2910
H 1.3077 -1.3730 -2.0694
H 0.5602 -0.1278 -3.0714
H 3.5123 1.7082 -3.2847
H 3.4121 -0.1420 1.8078
H 1.8204 1.4804 -0.0590
H 2.8896 2.4898 0.9423
H 1.7475 1.3797 1.6937
C -4.2975 6.2332 4.3262
O -4.0249 7.4796 3.6807
C -3.2563 7.3821 2.5992
O -2.7998 6.3621 2.1506
O -3.0767 8.5999 2.0995
C -2.2603 8.6414 0.9249
H -4.9250 6.4713 5.1794
H -4.8243 5.5592 3.6536
H -3.3738 5.7669 4.6653
H -2.7121 8.0600 0.1238
H -1.2626 8.2634 1.1386
H -2.2062 9.6869 0.6386
C -5.3921 -8.7981 -3.6443
O -4.2391 -8.8391 -4.4901
C -3.4374 -7.7833 -4.3721
O -3.6075 -6.8453 -3.6402
O -2.4113 -7.9433 -5.2066
C -1.4644 -6.8706 -5.1811
H -5.9422 -9.7114 -3.8482
H -5.0979 -8.7680 -2.5972
H -6.0087 -7.9330 -3.8791
H -1.0194 -6.7698 -4.1933
H -1.9365 -5.9341 -5.4715
H -0.6945 -7.1243 -5.9044
C -7.2001 1.1473 -6.7332
O -8.5362 1.1363 -6.2211
C -8.6310 0.7398 -4.9546
O -7.7138 0.4077 -4.2510
O -9.9136 0.7740 -4.5995
C -10.1597 0.3692 -3.2504
H -7.2793 1.4871 -7.7611
H -6.5766 1.8325 -6.1625
H -6.7706 0.1480 -6.7046
H -9.6441 1.0262 -2.5528
H -9.8388 -0.6588 -3.0939
H -11.2330 0.4476 -3.1082
C 2.9487 1.5783 5.5491
O 1.8218 1.6627 4.6707
C 1.2932 2.8803 4.5713
O 1.6827 3.8652 5.1439
O 0.2626 2.8215 3.7340
C -0.4183 4.0660 3.5422
H 3.2656 0.5403 5.5262
H 3.7552 2.2203 5.2009
H 2.6660 1.8572 6.5620
H 0.2511 4.8114 3.1179
H -0.8310 4.4276 4.4825
H -1.2276 3.8745 2.8449
C -4.8269 3.1116 9.5975
O -3.6510 2.9464 8.7984
C -2.9520 4.0606 8.6125
O -3.2343 5.1489 9.0483
O -1.8916 3.7779 7.8659
C -1.0376 4.8971 7.5984
H -5.2837 2.1290 9.6585
H -4.5663 3.4623 10.5938
H -5.5142 3.8118 9.1271
H -0.6363 5.3047 8.5240
H -1.5808 5.6707 7.0577
H -0.2264 4.5175 6.9831
C -0.4538 10.7469 13.1216
O -1.0555 9.5048 12.7523
C -1.5216 9.4740 11.5018
O -1.4657 10.3815 10.7139
O -2.0513 8.2765 11.2841
C -2.5986 8.0949 9.9698
H -0.1262 10.6246 14.1496
H 0.4007 10.9648 12.4840
H -1.1761 11.5582 13.0572
H -1.8205 8.2202 9.2181
H -3.3951 8.8155 9.7915
H -2.9858 7.0811 9.9299
C 7.7899 -3.8793 -0.0525
O 9.2055 -3.7889 -0.2792
C 9.8309 -2.8861 0.4774
O 9.3218 -2.1743 1.2995
O 11.1223 -2.9123 0.1518
C 11.9315 -1.9770 0.8677
H 7.4275 -4.6488 -0.7291
H 7.5856 -4.1742 0.9744
H 7.2927 -2.9413 -0.2759
H 11.8961 -2.1791 1.9365
H 11.6015 -0.9585 0.6736
H 12.9421 -2.1149 0.4963
C 11.3566 -1.2484 -6.2031
O 10.4150 -2.2580 -5.8363
C 10.6598 -2.8283 -4.6535
O 11.5761 -2.5547 -3.9241
O 9.7219 -3.7401 -4.4304
C 9.8561 -4.4352 -3.1802
H 11.0351 -0.8800 -7.1727
H 11.3520 -0.4366 -5.4783
H 12.3585 -1.6663 -6.2794
H 9.7950 -3.7537 -2.3411
H 10.7973 -4.9814 -3.1493
H 9.0294 -5.1392 -3.1396
C 1.2760 -6.7911 -11.9328
O 1.0488 -7.1050 -10.5561
C -0.0400 -7.8392 -10.3355
O -0.8054 -8.2344 -11.1739
O -0.1346 -8.0594 -9.0256
C -1.2684 -8.8411 -8.6394
H 2.1848 -6.1978 -11.9556
H 1.4114 -7.6997 -12.5158
H 0.4462 -6.2147 -12.3365
H -1.2323 -9.8287 -9.0946
H -2.1939 -8.3395 -8.9151
H -1.2240 -8.9403 -7.5590